Record 1
The following is a DFT calculation (ωB97M-V/def2-TZVPD) of a structure of composition C5H6O.

Properties
lowest unoccupied orbital energy = 0.2 eV
HOMO energy = -7.568 eV
gap between HOMO and LUMO = 7.78 eV
maximum force = 1.1 eV Å⁻¹
energy relative to the best compared isomer or geometry (same formula, charge and spin) = 141.1 kcal/mol

Positions of all 12 atoms, in Å:
O1 1.053 1.053 0.791
C1 0.411 -0.143 0.990
C2 1.026 -0.898 -0.184
C3 0.455 0.422 -0.658
C4 -1.080 0.196 -0.361
C5 -0.970 -0.190 1.190
H1 2.114 -0.941 -0.173
H2 0.530 -1.817 -0.502
H3 0.900 1.071 -1.417
H4 -1.507 -0.549 -1.050
H5 -1.653 1.127 -0.418
H6 -1.278 0.670 1.792

***

Record 2
The following is a DFT calculation (ωB97M-V/def2-TZVPD) of the molecule C5H6O.

Properties
lowest unoccupied orbital energy = 0.4 eV
HOMO energy = -10.329 eV
gap between HOMO and LUMO = 10.74 eV
maximum force = 0.6 eV Å⁻¹
energy relative to the best compared isomer or geometry (same formula, charge and spin) = 38.9 kcal/mol
SMILES string = C#CC(=O)CC

Positions of all 12 atoms, in Å:
C1 2.981 0.327 0.631
C2 1.926 0.026 0.132
C3 0.626 -0.296 -0.463
O1 0.552 -0.837 -1.545
C4 -0.583 0.092 0.364
C5 -1.886 -0.010 -0.415
H1 3.922 0.592 1.064
H2 -0.591 -0.564 1.248
H3 -0.419 1.105 0.755
H4 -2.738 0.217 0.232
H5 -2.018 -1.013 -0.829
H6 -1.894 0.694 -1.253

***

Record 3
The following is a DFT calculation (ωB97M-V/def2-TZVPD) of the molecule C5H6O.

Properties
lowest unoccupied orbital energy = 0.3 eV
HOMO energy = -10.378 eV
gap between HOMO and LUMO = 10.70 eV
maximum force = 0.6 eV Å⁻¹
energy relative to the best compared isomer or geometry (same formula, charge and spin) = 42.6 kcal/mol
SMILES string = CCC#CC=O

Positions of all 12 atoms, in Å:
C1 -1.788 0.357 0.019
C2 -0.988 -0.949 -0.091
C3 0.427 -0.611 0.121
C4 1.503 -0.083 0.284
C5 2.766 0.607 0.489
O1 2.867 1.809 0.593
H1 -1.772 0.705 1.056
H2 -1.296 1.123 -0.589
H3 -2.824 0.235 -0.317
H4 -1.123 -1.409 -1.078
H5 -1.330 -1.695 0.639
H6 3.648 -0.055 0.546

***

Record 4
The following is a DFT calculation (ωB97M-V/def2-TZVPD) of the molecule C5H6O.

Properties
lowest unoccupied orbital energy = 1.0 eV
HOMO energy = -9.619 eV
gap between HOMO and LUMO = 10.57 eV
maximum force = 2.9 eV Å⁻¹
energy relative to the best compared isomer or geometry (same formula, charge and spin) = 63.4 kcal/mol
SMILES string = C#C[C@@H]1C[C@H]1O

Positions of all 12 atoms, in Å:
C1 0.789 -1.049 2.432
C2 0.127 -0.716 1.480
C3 -0.541 -0.353 0.208
C4 0.258 -0.436 -1.048
C5 -0.109 0.886 -0.469
O1 -1.145 1.552 -1.149
H1 1.408 -1.209 3.289
H2 -1.591 -0.460 0.201
H3 -0.320 -0.825 -1.902
H4 1.286 -0.710 -0.972
H5 0.639 1.571 -0.016
H6 -0.799 1.750 -2.053